{
  "formula": "C24H45NO3P2Tc",
  "method": "wB97M-V/def2-TZVPD",
  "species": ["Tc", "C", "C", "C", "C", "C", "C", "H", "H", "H", "C", "H", "H", "H", "C", "H", "H", "H", "C", "H", "H", "H", "C", "H", "H", "H", "C", "C", "C", "C", "C", "C", "C", "C", "H", "H", "H", "H", "H", "H", "H", "H", "H", "H", "H", "H", "P", "C", "H", "H", "H", "C", "H", "H", "H", "C", "H", "H", "H", "P", "C", "H", "H", "H", "C", "H", "H", "H", "C", "H", "H", "H", "O", "N", "O", "O"],
  "coordinates": [[1.35261, 0.61220, -1.80034], [2.02561, -1.57423, 0.47231], [2.58134, -0.31728, -0.12828], [1.92256, 0.04968, 2.10907], [1.61284, -1.31455, 1.77862], [2.54049, 0.65305, 1.01312], [2.13664, -2.91089, -0.12604], [2.48620, -2.85695, -1.15934], [1.15647, -3.41362, -0.11507], [2.84527, -3.55618, 0.42462], [1.01395, -2.28004, 2.73690], [0.96763, -3.28977, 2.31637], [-0.01118, -1.97755, 3.00629], [1.55751, -2.34533, 3.69188], [1.79422, 0.60793, 3.48445], [2.64429, 0.32324, 4.12945], [0.88358, 0.25080, 3.98737], [1.76231, 1.70139, 3.46010], [3.33152, 1.89272, 1.03996], [4.40169, 1.64103, 1.06085], [3.12922, 2.49281, 1.93929], [3.16540, 2.52890, 0.16205], [3.78107, -0.40965, -1.00540], [4.64602, -0.75626, -0.44132], [4.03873, 0.56134, -1.45917], [3.63401, -1.11243, -1.83873], [-0.41386, 0.02422, -2.36974], [0.68158, -0.70225, -3.07442], [1.04894, -0.22801, -4.46316], [1.83880, 1.12245, -4.50939], [2.06898, 1.80575, -3.17379], [0.92318, 2.41532, -2.44498], [-0.45000, 2.48057, -3.11995], [-1.16855, 1.12234, -3.12788], [0.16277, -0.15283, -5.10791], [1.35951, 1.78914, -5.23996], [1.67706, -0.98788, -4.95719], [-1.36368, 0.81456, -4.15954], [-1.07884, -0.57107, -1.74767], [0.71758, -1.78411, -2.93397], [-2.16480, 1.26234, -2.68729], [-1.10575, 3.21676, -2.63083], [1.11614, 3.32423, -1.86184], [-0.37902, 2.85902, -4.16019], [2.81944, 0.88511, -4.95975], [3.03169, 2.32206, -3.10582], [-2.14285, -2.72798, 0.44203], [-1.80649, -4.06937, 1.61890], [-2.32424, -5.00156, 1.36478], [-2.08721, -3.75791, 2.63374], [-0.72540, -4.26580, 1.61053], [-3.81144, -2.02655, 0.57697], [-4.61025, -2.74099, 0.34813], [-3.87496, -1.18759, -0.13138], [-3.95981, -1.62955, 1.58891], [-1.95975, -3.44067, -1.22229], [-1.86375, -2.61546, -1.94055], [-2.81003, -4.07509, -1.49986], [-1.03725, -4.03447, -1.25543], [-1.88379, 2.95186, 1.20906], [-1.54900, 4.40200, 2.25062], [-2.46134, 4.79762, 2.64894], [-1.04474, 5.16912, 1.67480], [-0.89550, 4.10635, 3.08266], [-3.54392, 3.48692, 0.68845], [-3.41001, 4.07379, -0.23907], [-3.91165, 4.14827, 1.46796], [-4.23136, 2.65580, 0.50359], [-1.99132, 1.48124, 2.25509], [-2.96978, 1.27190, 2.70324], [-1.27948, 1.66110, 3.07077], [-1.67815, 0.54610, 1.76045], [-2.51445, -2.18204, 4.47710], [-1.57873, -1.40523, 4.26077], [-1.61309, -0.20316, 4.53792], [-1.15142, -1.60675, 0.60946]],
  "mulliken_charge": [0.296, 0.961, 0.001, 0.831, 1.180, 1.013, -1.884, 0.333, 0.247, 0.350, -1.216, 0.378, -0.302, 0.476, -1.707, 0.350, 0.214, 0.394, -1.724, 0.304, 0.434, 0.277, -1.515, 0.410, 0.444, 0.427, 0.377, -0.156, -1.102, -0.997, -0.191, -0.457, -0.991, -1.328, 0.307, 0.350, 0.474, 0.392, 0.063, 0.567, 0.461, 0.369, 0.590, 0.318, 0.442, 0.613, 1.117, -0.901, 0.451, 0.201, 0.172, -1.097, 0.409, 0.286, 0.270, -1.086, 0.212, 0.440, 0.313, 0.980, -1.307, 0.440, 0.411, 0.364, -1.193, 0.375, 0.420, 0.386, -0.669, 0.545, 0.254, 0.006, -0.365, 0.636, -0.384, -0.759],
  "e_lumo_ev": [-7.07, -9.35],
  "max_force_ev_per_a": 8.1,
  "s2": 4.013,
  "total_energy_ev": -54003.8663,
  "multiplicity": 4,
  "orbital_gap_ha": [0.2065, 0.1223],
  "homo_energy_ev": [-12.69, -12.68],
  "total_charge": 2
}